# C24H21O

2 unconnected molecules or ions with the total composition C24H21O in a non-equilibrium geometry (the ωB97M-V functional and the def2-TZVPD basis, the OMol25 dataset).

Last column: natural (NBO) charge in e.
Geometry (Å):
C: -1.145 -1.274 1.872  -0.3894
C: -2.617 -1.674 1.540  -0.4393
C: -2.464 -2.849 0.596  -0.1790
C: -1.188 -3.046 0.229  -0.1910
C: -0.285 -1.980 0.784  -0.2836
C: 1.178 -2.261 1.063  0.0642
C: 1.789 -3.367 0.475  -0.2372
C: 3.182 -3.443 0.409  -0.1968
C: 3.963 -2.406 0.939  -0.2257
C: 3.347 -1.326 1.584  -0.2117
C: 1.956 -1.275 1.688  -0.2461
H: -1.023 -0.183 1.807  0.1954
H: -0.846 -1.594 2.877  0.2218
H: -3.218 -1.874 2.431  0.2290
H: -3.082 -0.812 1.031  0.1934
H: -3.337 -3.422 0.298  0.2208
H: -0.796 -3.789 -0.459  0.2167
H: 1.173 -4.160 0.044  0.2150
H: 3.651 -4.322 -0.029  0.2245
H: 5.051 -2.429 0.834  0.2232
H: 3.949 -0.532 2.034  0.2187
H: 1.458 -0.456 2.218  0.2132
H: -0.228 -1.237 0.016  0.1771
C: -0.426 0.906 -1.646  0.0793
C: -1.667 1.491 -1.356  -0.2124
C: -1.658 2.830 -0.893  0.4503
O: -0.487 3.482 -0.601  -0.4076
C: 0.712 2.889 -0.905  0.4519
C: 0.785 1.548 -1.355  -0.2106
C: 2.079 0.945 -1.372  -0.1033
C: 3.206 1.738 -1.182  -0.2152
C: 3.090 3.101 -0.854  -0.0938
C: 1.840 3.667 -0.673  -0.2861
C: -2.820 3.541 -0.613  -0.2817
C: -4.043 2.904 -0.764  -0.0963
C: -4.091 1.544 -1.121  -0.2172
C: -2.927 0.819 -1.355  -0.1139
H: -0.397 -0.149 -1.943  0.2484
H: 2.157 -0.135 -1.515  0.2494
H: 4.204 1.306 -1.305  0.2490
H: 3.974 3.728 -0.749  0.2462
H: 1.687 4.705 -0.393  0.2541
H: -2.719 4.576 -0.312  0.2543
H: -4.958 3.474 -0.613  0.2469
H: -5.066 1.059 -1.225  0.2482
H: -2.945 -0.259 -1.536  0.2469

Forces on the atoms, in the same order (eV/Å):
C -0.062 -0.189 0.051
C 0.655 0.466 -0.179
C 0.464 -0.058 0.184
C -0.642 0.015 0.232
C -0.321 0.234 0.856
C -0.266 0.041 -0.129
C 0.324 0.051 -0.036
C 0.056 0.229 0.411
C -0.142 0.015 -0.191
C -0.116 -0.249 0.188
C 0.128 -0.160 -0.301
H 0.035 -0.289 0.215
H -0.095 -0.005 -0.171
H 0.058 -0.112 -0.139
H -0.148 -0.346 0.064
H 0.282 -0.086 -0.122
H -0.413 -0.012 0.087
H 0.330 0.274 0.129
H -0.042 0.264 0.019
H -0.383 -0.070 0.125
H -0.132 -0.293 -0.147
H 0.241 -0.190 -0.263
H 0.163 0.632 -0.956
C 0.117 -1.008 0.943
C -0.012 0.302 0.414
C 0.653 0.476 0.582
O 0.028 -1.023 -1.326
C -0.662 0.520 0.519
C -0.078 0.269 0.334
C 0.535 0.483 -0.269
C -0.277 -0.966 -0.181
C -0.607 0.322 -0.144
C 0.193 0.069 -0.065
C -0.352 -0.143 -0.105
C 0.712 0.434 -0.160
C 0.322 -0.969 -0.176
C -0.507 0.495 -0.353
H -0.042 0.415 -0.113
H 0.060 0.351 -0.219
H -0.444 0.050 0.219
H -0.155 -0.248 0.042
H 0.168 -0.157 0.042
H -0.141 -0.075 0.052
H 0.160 -0.227 0.029
H 0.442 0.088 0.192
H -0.085 0.380 -0.182

For the highest occupied orbital energy, the calculation gives -11.24 eV. The electronic energy is -27268.8492 eV. The value obtained for the HOMO-LUMO gap is 5.64 eV. Its energy above the lowest of the compared OMol25 structures with the same formula, charge and spin is 0.0264 eV. As for the total charge: +1.

***

# C24H22BIN5O2PtS3

A molecular structure, C24H22BIN5O2PtS3 in a non-equilibrium geometry (the ωB97M-V functional and the def2-TZVPD basis, the OMol25 dataset).

Last column: natural (NBO) charge in e.
Geometry (Å):
Pt: 0.564 0.571 0.130  0.8612
S: 2.959 1.271 3.971  0.3286
C: 1.378 0.740 4.470  -0.4008
C: 0.542 0.497 3.400  -0.2760
C: 1.211 0.677 2.124  -0.2797
C: 2.528 1.041 2.284  -0.3301
C: 3.466 1.259 1.189  0.1931
C: 4.842 1.382 1.366  -0.2602
C: 5.643 1.389 0.205  -0.1542
C: 5.014 1.342 -1.027  -0.2921
C: 3.648 1.189 -1.090  0.0688
N: 2.888 1.216 -0.042  -0.4483
H: 1.091 0.771 5.507  0.2201
H: -0.454 0.178 3.521  0.2127
H: 5.252 1.316 2.333  0.2172
H: 6.739 1.520 0.198  0.2102
H: 5.499 1.361 -1.940  0.2091
H: 3.122 1.109 -1.993  0.2248
C: -0.991 2.736 -3.182  -0.4376
N: -2.057 2.381 -2.267  -0.3488
C: -3.327 1.907 -2.623  -0.0655
C: -4.047 1.721 -1.514  -0.0585
N: -3.193 1.996 -0.437  -0.5125
B: -3.603 1.762 1.036  0.2053
N: -3.263 0.296 1.623  -0.4852
C: -3.692 -0.055 2.879  -0.0498
C: -2.953 -1.098 3.268  -0.1046
N: -2.078 -1.443 2.274  -0.3661
C: -1.028 -2.420 2.356  -0.4247
C: -2.319 -0.590 1.243  0.2627
S: -1.624 -0.787 -0.260  -0.2714
C: -2.008 2.316 -0.921  0.3278
S: -0.628 2.661 0.065  -0.2342
H: -1.177 3.682 -3.713  0.1802
H: -0.724 1.943 -3.892  0.2635
H: -0.107 2.894 -2.543  0.2622
H: -3.501 1.739 -3.662  0.2172
H: -5.028 1.347 -1.335  0.2278
H: -4.835 1.896 1.044  -0.0753
H: -3.183 2.537 1.821  -0.0356
H: -4.462 0.506 3.424  0.2268
H: -3.008 -1.663 4.190  0.2103
H: -0.538 -2.256 3.308  0.2083
H: -0.286 -2.147 1.570  0.2624
H: -1.290 -3.471 2.191  0.2062
I: 1.211 -6.496 -1.053  0.0721
C: 0.885 -4.421 -1.558  -0.1153
C: -0.164 -4.066 -2.421  -0.2720
C: -0.366 -2.770 -2.891  -0.1522
C: 0.528 -1.743 -2.500  -0.1243
C: 1.537 -2.117 -1.613  -0.1848
C: 1.762 -3.418 -1.126  -0.2607
C: 0.350 -0.331 -3.048  0.7718
O: -0.102 -0.166 -4.154  -0.6898
O: 0.707 0.622 -2.259  -0.8299
H: -0.834 -4.884 -2.670  0.2118
H: -1.247 -2.575 -3.506  0.2323
H: 2.167 -1.291 -1.285  0.2245
H: 2.587 -3.560 -0.466  0.2211

Forces on the atoms, in the same order (eV/Å):
Pt 0.150 -0.330 -0.123
S -0.619 -0.492 -0.054
C -0.261 0.436 -1.013
C 2.524 0.555 -0.013
C -0.480 -0.504 -0.340
C -0.437 0.427 0.687
C -0.459 -0.232 0.018
C 0.059 -0.468 -2.080
C 0.025 0.760 0.178
C -0.422 -0.445 1.254
C 0.501 0.665 0.067
N -0.508 -0.293 2.030
H 0.136 -0.123 0.180
H -1.086 -0.162 0.049
H 0.495 0.141 1.018
H -0.672 -0.234 0.436
H 1.352 0.054 -1.516
H -0.580 -0.118 -1.394
C 1.101 0.551 0.277
N -1.273 -1.119 -0.003
C 1.049 0.687 -0.991
C 0.943 -0.001 0.967
N -1.181 -0.746 0.020
B -1.327 -0.299 0.056
N 0.203 0.294 -0.703
C -0.350 0.870 0.130
C -0.077 -1.223 1.781
N -0.991 0.307 -0.136
C 1.238 0.397 -0.822
C -0.394 0.322 0.349
S 0.947 0.141 -1.140
C 1.481 0.938 0.340
S -0.010 0.514 -0.032
H -0.399 -0.255 0.224
H -0.406 0.028 0.350
H -0.338 -0.115 -0.399
H -0.443 -0.010 -0.309
H -0.357 -0.065 -0.053
H 0.315 -0.356 -0.002
H 0.552 0.364 0.071
H 0.548 -0.361 -0.463
H 0.096 0.114 -0.154
H 0.119 -0.366 0.266
H -0.493 -0.226 0.495
H -0.431 0.317 0.150
I -0.201 1.071 -0.149
C 0.465 0.702 -0.167
C -0.006 -0.862 0.416
C 0.492 0.100 0.446
C -0.768 -1.716 -0.312
C 0.136 0.610 0.026
C -1.082 0.375 -0.958
C 0.881 0.657 2.343
O -0.752 -0.307 -1.886
O 0.147 -0.722 0.333
H -0.145 0.319 -0.269
H 0.469 0.127 0.062
H 0.171 -0.316 0.104
H 0.350 -0.379 0.361

For the highest occupied orbital energy (spin up / spin down), the calculation gives -3.36 / -4.71 eV. The electronic energy is -81323.2703 eV. The value obtained for the HOMO-LUMO gap (spin up / spin down) is 5.45 / 6.80 eV. Its energy above the lowest of the compared OMol25 structures with the same formula, charge and spin is 0.6252 eV. As for the total charge: -1. The spin multiplicity is 3.

***

# C24H22BN2O5Sr

A molecular structure, C24H22BN2O5Sr (the ωB97M-V functional and the def2-TZVPD basis, the OMol25 dataset).

Last column: natural (NBO) charge in e.
Geometry (Å):
Sr: -1.812 0.761 -2.964  1.7093
O: -1.752 -3.782 -3.222  -0.6551
C: -0.423 -4.008 -3.437  0.4049
C: 0.066 -5.312 -3.328  -0.3313
C: 1.407 -5.590 -3.501  -0.1957
C: 2.287 -4.555 -3.785  -0.2677
C: 1.799 -3.266 -3.890  -0.1394
C: 0.448 -2.953 -3.729  -0.1930
C: -0.006 -1.525 -3.871  0.5615
O: -1.240 -1.292 -4.071  -0.8485
N: 0.974 -0.648 -3.767  -0.4832
N: 0.487 0.659 -3.823  -0.4127
C: 1.354 1.590 -3.921  0.1058
C: 1.058 3.023 -3.949  -0.2200
C: 2.171 3.865 -4.052  -0.1514
C: 2.063 5.242 -4.094  -0.3163
C: 0.789 5.803 -4.032  -0.1879
C: -0.334 5.011 -3.933  -0.3140
C: -0.258 3.597 -3.884  0.4121
O: -1.327 2.882 -3.796  -0.9002
H: -2.149 -4.621 -2.976  0.4628
H: -0.635 -6.108 -3.094  0.1906
H: 1.764 -6.609 -3.411  0.2014
H: 3.344 -4.744 -3.920  0.2037
H: 2.465 -2.441 -4.101  0.2400
H: 2.409 1.309 -3.993  0.1601
H: 3.152 3.403 -4.097  0.1928
H: 2.946 5.862 -4.170  0.1968
H: 0.674 6.881 -4.060  0.1936
H: -1.323 5.450 -3.882  0.2041
C: 0.873 -1.318 5.377  -0.6039
C: -0.251 -0.321 5.655  -0.0740
C: -1.288 -1.010 6.552  -0.5937
C: 0.351 0.871 6.412  -0.5940
C: -0.923 0.168 4.370  -0.0329
C: -1.958 1.102 4.456  -0.2353
C: -2.619 1.595 3.332  -0.2542
C: -2.216 1.125 2.101  0.2209
O: -2.676 1.430 0.864  -0.6960
B: -1.913 0.668 -0.106  0.2601
O: -0.986 -0.103 0.694  -0.7043
C: -1.192 0.196 1.999  0.2996
C: -0.535 -0.296 3.109  -0.2845
H: 1.326 -1.634 6.320  0.2009
H: 1.659 -0.878 4.761  0.2121
H: 0.507 -2.211 4.869  0.2103
H: -0.821 -1.362 7.477  0.1943
H: -1.734 -1.867 6.045  0.2108
H: -2.095 -0.326 6.820  0.2057
H: 0.838 0.534 7.331  0.1943
H: -0.415 1.598 6.684  0.2054
H: 1.094 1.385 5.799  0.2126
H: -2.265 1.467 5.429  0.1947
H: -3.416 2.321 3.426  0.2120
H: 0.259 -1.017 2.977  0.2162

Forces on the atoms, in the same order (eV/Å):
Sr -0.482 0.105 0.095
O 0.104 0.088 -0.051
C -0.019 -0.044 0.052
C -0.094 0.055 0.005
C 0.114 0.007 -0.021
C -0.044 -0.025 0.012
C -0.007 0.058 -0.052
C 0.040 -0.077 -0.082
C 0.245 -0.070 -0.013
O -0.067 0.019 0.025
N 0.015 0.239 -0.041
N 0.181 -0.245 0.046
C -0.088 0.137 -0.069
C 0.100 -0.039 0.016
C -0.028 0.124 0.006
C 0.101 -0.151 -0.004
C -0.105 0.123 0.002
C 0.035 -0.015 -0.005
C 0.262 -0.220 -0.131
O -0.108 0.083 0.052
H -0.075 -0.089 0.047
H 0.025 -0.023 -0.002
H -0.020 -0.007 0.003
H 0.001 -0.040 0.003
H -0.011 0.009 0.001
H -0.006 0.001 -0.014
H 0.008 0.003 -0.002
H -0.008 0.020 0.000
H 0.001 -0.007 -0.001
H -0.004 0.000 -0.001
C 0.047 -0.050 -0.022
C 0.013 0.013 0.010
C -0.025 -0.002 0.027
C 0.002 0.019 0.021
C -0.015 -0.004 -0.006
C 0.011 -0.014 0.022
C -0.001 0.005 -0.018
C 0.094 -0.082 0.160
O 0.016 -0.065 -0.375
B -0.012 0.009 0.524
O -0.108 0.058 -0.311
C -0.042 0.043 0.157
C -0.023 0.036 -0.025
H -0.008 0.009 0.011
H -0.002 0.019 0.003
H -0.024 0.003 0.004
H 0.010 0.002 0.004
H 0.014 -0.001 -0.026
H -0.005 0.004 0.004
H -0.002 -0.012 0.004
H -0.007 0.004 0.003
H 0.001 -0.014 -0.024
H 0.000 0.001 0.007
H -0.008 0.004 -0.024
H 0.003 -0.005 -0.008

For the highest occupied orbital energy, the calculation gives -4.37 eV. The electronic energy is -39979.7946 eV. The value obtained for the HOMO-LUMO gap is 6.85 eV. Its energy above the lowest of the compared OMol25 structures with the same formula, charge and spin is 0.0000 eV. As for the total charge: -1.

***

# C24H22Br4KN7O2SSe

A molecular structure, C24H22Br4KN7O2SSe in a non-equilibrium geometry (the ωB97M-V functional and the def2-TZVPD basis, the OMol25 dataset).

Last column: natural (NBO) charge in e.
Geometry (Å):
K: -0.242 -0.385 0.084  0.8812
N: 0.009 -1.676 2.609  -0.8567
C: 1.336 -2.267 2.730  -0.2182
C: 1.576 -3.202 1.546  -0.2161
N: 1.653 -2.491 0.285  -0.6551
C: 2.950 -2.320 -0.327  -0.2196
C: 3.613 -0.989 0.057  -0.2153
N: 2.645 0.087 -0.109  -0.8869
H: -0.164 -0.938 3.282  0.3910
H: -0.718 -2.377 2.692  0.3590
H: 1.502 -2.828 3.663  0.1370
H: 2.068 -1.455 2.698  0.1919
H: 0.743 -3.913 1.508  0.1952
H: 2.497 -3.780 1.722  0.1518
H: 0.928 -2.750 -0.367  0.4022
H: 2.816 -2.313 -1.410  0.2192
H: 3.635 -3.145 -0.070  0.1450
H: 4.516 -0.885 -0.563  0.1443
H: 3.948 -1.021 1.103  0.1590
H: 2.216 0.029 -1.042  0.4164
H: 3.068 1.001 -0.008  0.3476
S: 0.440 -0.131 -5.272  0.2172
C: 0.738 -1.782 -4.942  -0.4374
C: 1.001 -2.006 -3.625  -0.2914
C: 0.983 -0.842 -2.769  -0.3474
C: 0.688 0.251 -3.526  -0.3287
C: 0.533 1.653 -3.110  0.2117
C: 0.179 2.674 -4.010  -0.2662
C: 0.046 3.972 -3.565  -0.1762
C: 0.268 4.260 -2.225  -0.3149
C: 0.612 3.201 -1.401  0.0586
N: 0.745 1.941 -1.811  -0.4499
H: 0.686 -2.507 -5.746  0.2054
H: 1.194 -3.015 -3.266  0.1872
H: 0.000 2.430 -5.050  0.2108
H: -0.237 4.757 -4.258  0.1946
H: 0.164 5.262 -1.828  0.2011
H: 0.786 3.369 -0.342  0.1907
Br: -6.338 -4.428 0.052  0.0193
C: -5.175 -2.930 0.187  -0.1333
C: -5.695 -1.661 0.378  -0.2212
Br: -7.572 -1.377 0.464  0.0157
C: -4.792 -0.578 0.492  -0.2063
Br: -5.465 1.196 0.711  0.0066
C: -3.407 -0.708 0.424  0.3015
O: -2.578 0.314 0.549  -0.8443
C: -2.842 -2.044 0.169  0.3266
O: -1.596 -2.213 0.030  -0.7822
C: -3.788 -3.108 0.088  -0.2498
Br: -3.019 -4.832 -0.139  0.0066
Se: -2.571 1.502 2.531  1.3996
N: -1.983 3.042 1.974  -0.7487
C: -0.692 3.112 2.397  0.0338
C: 0.196 4.164 2.153  -0.1948
C: 1.475 4.063 2.659  -0.3027
C: 1.840 2.929 3.401  0.0134
N: 1.030 1.921 3.676  -0.4268
C: -0.223 2.009 3.188  0.2474
N: -1.156 1.051 3.435  -0.7832
H: -0.125 5.019 1.571  0.2123
H: 2.202 4.845 2.483  0.2007
H: 2.852 2.842 3.789  0.1717

Forces on the atoms, in the same order (eV/Å):
K 1.630 1.365 -0.280
N 0.353 -0.042 0.327
C -0.172 0.097 -0.118
C -0.018 0.177 -0.113
N 0.046 -0.500 0.048
C -0.087 0.210 0.074
C -0.242 -0.008 0.090
N 0.301 0.046 -0.064
H -0.002 -0.028 0.016
H -0.051 0.035 -0.127
H -0.013 -0.034 0.082
H -0.005 -0.019 0.009
H 0.021 -0.013 -0.005
H 0.004 -0.012 -0.011
H 0.054 -0.068 -0.032
H -0.033 0.011 0.006
H 0.032 -0.032 -0.013
H 0.087 0.016 -0.030
H -0.049 0.005 -0.024
H -0.050 -0.013 0.144
H 0.036 -0.022 -0.047
S 0.010 0.087 0.203
C -0.018 -0.051 -0.161
C -0.003 0.192 0.072
C 0.084 -0.104 0.170
C -0.099 0.133 -0.435
C 0.094 -0.154 0.180
C -0.003 -0.017 -0.030
C -0.013 -0.030 -0.057
C 0.013 -0.011 -0.010
C 0.018 -0.209 -0.006
N -0.086 0.163 -0.103
H 0.012 0.029 0.050
H -0.010 0.055 0.008
H 0.000 0.028 0.018
H 0.009 -0.021 0.006
H 0.000 -0.028 0.002
H -0.005 -0.021 -0.022
Br 0.017 0.002 0.005
C 0.138 0.162 0.012
C 0.165 -0.058 -0.038
Br 0.064 0.015 0.016
C -0.075 -0.095 0.010
Br -0.024 0.001 -0.070
C 0.162 0.207 0.063
O -0.775 -0.284 -0.039
C -0.095 -0.276 -0.081
O -1.331 -1.068 0.072
C -0.001 0.172 0.100
Br -0.031 0.034 -0.016
Se -0.177 -0.075 0.139
N 0.122 0.001 -0.001
C -0.031 -0.105 0.077
C 0.072 0.006 -0.002
C -0.070 0.024 -0.034
C -0.124 -0.157 0.033
N 0.001 0.127 -0.063
C -0.028 0.007 -0.010
N 0.175 0.149 0.007
H -0.008 -0.020 0.002
H 0.021 -0.008 0.007
H -0.013 0.028 -0.008

For the highest occupied orbital energy, the calculation gives -1.44 eV. The electronic energy is -412447.4113 eV. The value obtained for the HOMO-LUMO gap is 5.49 eV. Its energy above the lowest of the compared OMol25 structures with the same formula, charge and spin is 1.8015 eV. As for the total charge: -2.

***

What is the formula in the second record? C24H22BIN5O2PtS3